DFT (ωB97M-V/def2-TZVPD) results for a molecular structure, C17H18AuI2N5O2.

XYZ file:
```
45
Properties=species:S:1:pos:R:3
Au 0.2421 0.5116 0.0240
I -6.5411 0.0373 -2.2164
C -4.5855 0.4572 -2.0054
C -4.2056 1.7393 -1.5477
C -2.8831 2.0393 -1.3882
I -2.2861 3.8802 -0.7700
C -1.8693 1.0326 -1.7709
O -0.6640 1.3111 -1.8072
C -2.3130 -0.3198 -2.1854
C -1.2346 -1.3317 -2.4230
N -0.4991 -1.5614 -1.1760
C 0.7695 -2.2670 -1.3556
C 1.8396 -1.3505 -1.9151
C 2.7283 -1.8028 -2.8751
C 3.7347 -0.9604 -3.3225
C 3.8198 0.3186 -2.7982
C 2.8918 0.7030 -1.8494
N 1.9241 -0.1098 -1.4162
C -3.6324 -0.5698 -2.3077
H -4.9720 2.4693 -1.3276
H -0.5323 -0.9235 -3.1550
H -1.6624 -2.2475 -2.8420
H -1.0676 -2.0421 -0.4868
H 0.6781 -3.1419 -2.0060
H 1.0762 -2.6216 -0.3692
H 2.6338 -2.8093 -3.2602
H 4.4383 -1.2980 -4.0715
H 4.5857 1.0102 -3.1182
H 2.9187 1.6950 -1.4181
H -3.9921 -1.5414 -2.6202
C 0.8294 1.2223 5.6204
N 0.5404 0.6058 4.3354
C 0.1396 -0.7823 4.1585
C 0.0098 -0.8759 2.6480
O -0.3588 -1.8283 2.0087
N 0.3950 0.3480 2.1133
C 0.6897 1.1671 3.1398
N 1.1068 2.4166 2.9600
H 0.2821 0.6827 6.3889
H 0.4770 2.2532 5.6342
H 1.8941 1.1862 5.8532
H -0.8068 -1.0057 4.6509
H 0.9020 -1.4770 4.5159
H 1.1926 2.7730 2.0242
H 1.3667 3.0081 3.7294
```

Computed properties:
Charge ... +2
LUMO level ... -9.326 eV
Spin multiplicity ... 1
Maximum force ... 0.59 eV/Å
HOMO level ... -14.29 eV